Model P:
{"formula": "C21H27N3O4S", "method": "wB97M-V/def2-TZVPD", "species": ["C", "N", "S", "O", "O", "C", "C", "C", "C", "C", "C", "C", "O", "N", "C", "C", "N", "C", "C", "C", "C", "C", "C", "O", "C", "C", "C", "C", "C", "H", "H", "H", "H", "H", "H", "H", "H", "H", "H", "H", "H", "H", "H", "H", "H", "H", "H", "H", "H", "H", "H", "H", "H", "H", "H", "H"], "xyz": [[-3.2129, -3.5899, -1.2072], [-3.4436, -2.7393, -0.0658], [-2.5797, -1.3132, -0.0419], [-2.9289, -0.6589, 1.1862], [-2.8093, -0.6544, -1.2882], [-0.8669, -1.8216, 0.0490], [-0.0610, -1.7394, -1.0698], [1.2691, -2.1140, -0.9748], [1.7920, -2.5622, 0.2351], [3.2602, -2.8344, 0.3727], [4.0017, -1.5678, 0.8470], [3.8513, -0.4785, -0.2052], [4.5945, -0.4748, -1.1725], [2.8775, 0.4508, -0.0631], [1.8587, 0.5217, 0.9632], [1.6163, 1.9779, 1.3811], [1.2152, 2.7707, 0.2374], [-0.0836, 2.6187, -0.2820], [-0.3185, 2.6728, -1.6573], [-1.5863, 2.5883, -2.2047], [-2.6808, 2.4357, -1.3840], [-2.4881, 2.3906, -0.0152], [-1.2251, 2.4897, 0.5475], [-1.0474, 2.4850, 1.9132], [-2.1474, 2.1687, 2.7379], [2.3339, 2.7688, -0.6855], [2.6348, 1.3511, -1.1823], [0.9513, -2.6696, 1.3398], [-0.3788, -2.2995, 1.2499], [-3.2155, -2.9388, -2.0788], [-4.0239, -4.3115, -1.2956], [-2.2561, -4.1237, -1.1584], [-3.4243, -3.2064, 0.8268], [-0.4852, -1.3578, -1.9852], [1.9156, -2.0367, -1.8363], [3.4326, -3.6350, 1.0946], [3.6791, -3.1329, -0.5893], [5.0666, -1.7977, 0.9092], [3.6527, -1.2669, 1.8322], [2.1421, -0.0644, 1.8341], [0.9117, 0.1311, 0.5697], [0.8513, 2.0091, 2.1502], [2.5385, 2.4107, 1.7812], [0.5027, 2.7839, -2.3454], [-1.7026, 2.6317, -3.2771], [-3.6750, 2.3480, -1.7900], [-3.3477, 2.2701, 0.6212], [-2.9056, 2.9577, 2.7143], [-1.7387, 2.1012, 3.7463], [-2.5948, 1.2118, 2.4546], [2.1506, 3.4390, -1.5238], [3.2020, 3.1541, -0.1420], [3.5230, 1.3342, -1.8159], [1.7772, 0.9747, -1.7533], [1.3469, -3.0301, 2.2783], [-1.0364, -2.3434, 2.1042]], "lowdin_charge": [-0.133, -0.185, 0.635, -0.292, -0.274, -0.292, -0.046, -0.016, -0.229, -0.127, -0.081, -0.474, 0.046, -0.028, -0.105, -0.128, -0.073, -0.144, -0.036, -0.095, -0.104, -0.039, -0.190, -0.121, -0.076, -0.145, -0.103, -0.027, -0.056, 0.080, 0.085, 0.083, 0.103, 0.119, 0.128, 0.118, 0.124, 0.124, 0.103, 0.117, 0.116, 0.111, 0.129, 0.094, 0.101, 0.106, 0.106, 0.096, 0.095, 0.068, 0.116, 0.128, 0.124, 0.123, 0.122, 0.116], "lumo_energy_ev": 0.35, "mol_weight_g_mol": 417.53, "smiles": "CNS(=O)(=O)c1ccc(CCC(=O)N2CCN(c3ccccc3OC)CC2)cc1", "gap_ha": 0.2812}

=====

Model Q:
{"formula": "C21H27N3O4S", "method": "wB97M-V/def2-TZVPD", "species": ["C", "H", "H", "H", "C", "C", "H", "H", "H", "C", "N", "C", "O", "C", "N", "C", "O", "C", "C", "C", "C", "C", "C", "C", "H", "S", "C", "H", "H", "H", "H", "H", "H", "H", "H", "H", "C", "O", "N", "H", "C", "H", "H", "C", "C", "H", "H", "C", "H", "H", "C", "H", "H", "O", "H", "H"], "xyz": [[1.3359, -2.1764, -3.9101], [0.3245, -1.9603, -4.4861], [2.1156, -2.1505, -4.7375], [1.1594, -3.1920, -3.6713], [1.2692, -1.1913, -2.6808], [1.6491, 0.2835, -3.0220], [0.7905, 0.6676, -3.3415], [1.8477, 0.9033, -2.3669], [2.3907, 0.4022, -3.9499], [0.2730, -1.4513, -1.7335], [0.5575, -0.4842, -0.7804], [-0.6551, 0.0691, -0.1392], [-2.0212, -0.3210, -0.1959], [-0.2372, 0.9296, 1.0496], [0.2528, 2.1699, 0.4524], [1.8038, 2.2813, 0.4926], [2.3993, 1.2737, 0.4569], [2.0222, 3.7130, 0.4521], [3.1685, 4.2706, 0.0879], [3.2796, 5.7427, 0.3194], [1.9074, 6.5038, 0.4309], [0.9665, 5.8138, 0.6463], [0.8952, 4.3533, 0.5041], [-0.1431, 3.3889, 0.7245], [-1.1620, 3.5611, -0.4035], [-1.2343, 3.1568, 2.2293], [-1.6641, 1.5142, 1.9685], [-1.6967, 0.8997, 2.5922], [-2.3338, 1.5075, 1.2693], [-0.1472, 6.2429, 0.8528], [1.9975, 7.4995, 0.4155], [3.9755, 6.3772, 0.1206], [4.1304, 3.7830, 0.0436], [0.3015, 0.5264, 1.8734], [1.3046, -0.1845, -0.2720], [-0.4900, -1.2972, -2.4138], [0.1353, -2.8377, -1.3025], [1.4139, -3.6942, -1.0671], [-0.8945, -3.1480, -0.6903], [-1.4373, -2.3446, -0.6073], [-1.1015, -4.4641, 0.2580], [-1.5872, -4.9658, -0.3134], [-0.1516, -4.7587, 0.2383], [-1.7446, -3.9886, 1.6304], [-3.1137, -3.3579, 1.4195], [-3.5999, -3.4605, 0.5295], [-3.8649, -4.2178, 2.1366], [-3.0880, -2.2506, 2.3828], [-3.8461, -1.9458, 2.7865], [-2.7778, -1.2140, 1.5273], [-1.6805, -2.3521, 2.9285], [-1.8511, -2.9039, 3.8670], [-1.2298, -1.5677, 3.1031], [-0.8579, -3.1626, 2.2462], [-1.6597, -5.1141, 2.2069], [2.6038, -1.6772, -2.1570]], "lowdin_charge": [-0.084, 0.104, 0.094, 0.036, -0.369, -0.035, 0.035, -0.041, 0.148, -0.377, 0.176, -0.107, -0.107, -0.120, -0.082, -0.264, 0.154, -0.194, 0.038, 0.117, -0.071, -0.085, -0.146, -0.552, 0.218, 0.942, -0.356, -0.061, -0.002, 0.180, 0.079, 0.017, 0.119, 0.143, 0.076, 0.157, -0.256, -0.210, 0.168, 0.084, 0.082, 0.021, 0.065, -0.341, -0.125, 0.078, 0.196, -0.106, 0.013, 0.189, -0.247, 0.144, 0.038, -0.017, 0.206, 0.236], "lumo_energy_ev": -0.58, "mol_weight_g_mol": 417.53, "gap_ha": 0.2836}

=====

Which of them is the most stable? Correct choice: model P.

=====

Model P:
{"formula": "C9H11NO2", "method": "wB97M-V/def2-TZVPD", "species": ["C", "C", "C", "C", "C", "C", "C", "C", "C", "N", "O", "O", "H", "H", "H", "H", "H", "H", "H", "H", "H", "H", "H"], "xyz": [[3.1417, 0.5346, 0.2445], [2.7465, -0.5318, 1.1424], [2.2235, 1.1922, -0.4977], [1.4264, -0.8444, 1.2283], [0.8644, 0.9423, -0.3665], [0.5039, -0.1558, 0.3213], [-0.9040, -0.6657, 0.3499], [-2.9019, 1.9993, 0.7199], [-0.6675, -2.3943, -1.2916], [-2.7051, 0.9463, -0.3423], [-3.7303, 0.4391, -0.7509], [-1.3694, -1.6092, -0.3603], [4.1861, 0.8557, -0.0274], [3.3604, -1.1022, 1.8822], [2.5801, 2.0327, -1.1616], [1.0842, -1.7244, 1.7378], [0.0933, 1.3773, -1.0307], [-2.4863, 2.9834, 0.3896], [-3.9304, 2.0840, 1.0038], [-2.3017, 1.5634, 1.4670], [-1.3049, -3.1284, -1.8333], [0.0910, -3.0455, -0.9013], [0.0003, -1.7486, -1.9232]], "lowdin_charge": [-0.104, -0.080, -0.128, -0.051, -0.080, -0.239, -0.041, -0.069, -0.059, -0.124, -0.020, -0.087, 0.113, 0.115, 0.125, 0.105, 0.121, 0.094, 0.064, 0.044, 0.107, 0.076, 0.115], "lumo_energy_ev": [0.33, 0.33], "mol_weight_g_mol": 165.19, "gap_ha": [0.2778, 0.2779]}

=====

Model Q:
{"formula": "C9H11NO2", "method": "wB97M-V/def2-TZVPD", "species": ["C", "C", "C", "C", "C", "C", "C", "C", "C", "N", "O", "O", "H", "H", "H", "H", "H", "H", "H", "H", "H", "H", "H"], "xyz": [[3.6098, 1.0256, 0.2914], [4.1240, -1.0141, 0.0593], [2.4695, 0.3271, 0.0581], [-2.8849, 0.0897, -0.3386], [-2.2861, 0.3438, 1.0522], [-2.0301, -1.0137, -0.9713], [-0.8048, 0.0250, 0.8978], [-0.6473, -0.8074, -0.3775], [-0.1637, 0.5712, -0.3043], [4.6568, 0.1433, 0.2894], [2.7972, -0.9802, -0.0926], [-0.3391, 1.6496, -1.0556], [3.7504, 2.0718, 0.4597], [4.6453, -1.9458, -0.0204], [-3.9328, -0.1965, -0.2789], [-2.8186, 0.9937, -0.9443], [-2.4674, 1.3636, 1.3943], [-2.7134, -0.3406, 1.7872], [-2.3896, -2.0018, -0.6757], [-2.0308, -0.9586, -2.0600], [-0.2348, -0.1786, 1.7902], [0.0576, -1.6215, -0.4421], [-0.3673, 2.4544, -0.5183]], "lowdin_charge": [-0.196, -0.251, -0.065, -0.182, -0.133, -0.129, -0.154, -0.153, -0.185, 0.057, -0.029, 0.117, 0.080, 0.117, 0.110, 0.105, 0.113, 0.118, 0.119, 0.118, 0.142, 0.141, 0.143], "lumo_energy_ev": [-0.21, -0.38], "mol_weight_g_mol": 165.19, "gap_ha": [0.2960, 0.2866]}

=====

Model R:
{"formula": "C9H11NO2", "method": "wB97M-V/def2-TZVPD", "species": ["N", "C", "C", "C", "C", "C", "O", "C", "C", "O", "C", "C", "H", "H", "H", "H", "H", "H", "H", "H", "H", "H", "H"], "xyz": [[2.1182, -2.6482, -0.0701], [0.8335, -1.9045, 0.1389], [1.0456, -0.7648, 1.0655], [0.0283, 0.2762, 0.6056], [-0.2076, 1.4801, 1.3364], [-1.0200, 2.3930, 0.6516], [-1.2854, 3.5988, 1.1159], [-1.6313, 2.0699, -0.5501], [-1.2841, 0.8939, -1.2334], [-1.7152, 0.7911, -2.5564], [-0.4196, -0.0106, -0.6189], [0.1327, -1.2737, -1.1099], [1.8526, -3.5730, -0.4159], [2.5438, -2.6669, 0.9480], [0.0629, -2.6605, 0.5500], [2.0613, -0.2867, 0.7881], [0.9699, -1.0114, 2.1426], [0.1844, 1.6567, 2.3551], [-1.1906, 3.5371, 2.1960], [-2.2145, 2.9536, -0.9426], [-1.1242, 0.1511, -3.0568], [0.9150, -1.1118, -1.8259], [-0.6555, -1.8894, -1.5137]], "lowdin_charge": [0.008, -0.406, -0.121, -0.188, 0.040, -0.406, 0.019, 0.048, -0.217, 0.030, -0.185, -0.088, 0.062, 0.117, 0.158, 0.159, 0.127, 0.121, 0.203, 0.150, 0.131, 0.118, 0.117], "lumo_energy_ev": 0.67, "mol_weight_g_mol": 165.19, "smiles": "N[C@H]1Cc2cc(O)cc(O)c2C1", "gap_ha": 0.3296}

=====

Which of them is the most stable? Correct choice: model R.

=====

Model P:
{"formula": "C28H32N5O4PTl", "method": "wB97M-V/def2-TZVPD", "species": ["Tl", "N", "C", "C", "N", "C", "C", "N", "H", "H", "H", "H", "H", "H", "H", "H", "H", "H", "H", "H", "H", "C", "C", "C", "C", "C", "C", "P", "C", "C", "C", "C", "C", "C", "C", "C", "C", "C", "C", "C", "H", "H", "H", "H", "H", "H", "H", "H", "H", "H", "H", "H", "H", "H", "O", "C", "O", "C", "C", "N", "N", "C", "C", "O", "O", "H", "H", "H", "C", "H", "H"], "xyz": [[-0.9937, -0.3826, -0.9062], [-0.3280, 0.0230, -3.6369], [-1.1394, 1.1009, -4.1817], [-1.1037, 2.3178, -3.2561], [-1.6296, 2.0348, -1.9388], [-3.0305, 2.3105, -1.7052], [-3.9293, 1.1681, -2.1725], [-3.5785, -0.0744, -1.5045], [-0.6399, -0.9052, -3.8915], [0.6556, 0.1231, -3.8481], [-0.8380, 1.4159, -5.1903], [-2.1633, 0.7324, -4.2593], [-0.0629, 2.6311, -3.1357], [-1.6448, 3.1479, -3.7373], [-1.0312, 2.3988, -1.1996], [-3.1633, 2.4485, -0.6295], [-3.3526, 3.2352, -2.2109], [-4.9785, 1.4540, -2.0260], [-3.7936, 1.0235, -3.2455], [-4.0322, -0.1838, -0.6075], [-3.6962, -0.9141, -2.0606], [2.9008, -2.7929, 1.6435], [3.5719, -1.7842, 0.9587], [3.0244, -0.5114, 0.8951], [1.8197, -0.2248, 1.5357], [1.1478, -1.2435, 2.2051], [1.6854, -2.5240, 2.2551], [1.1232, 1.4622, 1.3804], [2.1870, 2.5235, 2.4149], [3.3332, 2.0776, 3.0595], [4.1222, 2.9610, 3.7881], [3.7698, 4.2976, 3.8749], [2.6188, 4.7507, 3.2396], [1.8304, 3.8711, 2.5166], [-0.4816, 1.3733, 2.2203], [-0.5083, 1.5588, 3.6110], [-1.7200, 1.5397, 4.2798], [-2.8841, 1.3354, 3.5442], [-2.8125, 1.1182, 2.1733], [-1.6148, 1.1173, 1.4355], [3.3185, -3.7920, 1.6845], [4.5154, -1.9935, 0.4696], [3.5240, 0.2715, 0.3361], [0.1952, -1.0328, 2.6746], [1.1469, -3.3142, 2.7621], [3.6103, 1.0327, 3.0061], [5.0113, 2.5999, 4.2894], [4.3838, 4.9849, 4.4431], [2.3338, 5.7924, 3.3128], [0.9279, 4.2157, 2.0278], [0.4050, 1.7193, 4.1758], [-1.7589, 1.6898, 5.3521], [-3.8455, 1.3363, 4.0494], [-3.7550, 0.9311, 1.6551], [-1.7601, -6.6473, -2.5516], [-0.4760, -6.6027, -2.2858], [0.2210, -7.5937, -2.1874], [0.1129, -5.2471, -2.1066], [1.4065, -5.0476, -1.6909], [1.5909, -3.7151, -1.6446], [0.4981, -3.0250, -1.9980], [-0.4108, -3.9392, -2.2894], [-1.8078, -3.5221, -2.6863], [-2.6421, -4.4687, -2.7495], [-2.0254, -2.3199, -2.9016], [-2.1424, -5.6883, -2.6302], [2.1686, -5.7611, -1.4310], [2.3914, -3.2120, -1.2977], [1.1536, 2.1594, -0.1793], [0.9926, 1.4527, -0.9954], [2.0765, 2.7256, -0.3006]], "lowdin_charge": [0.817, -0.034, -0.263, -0.224, -0.137, -0.226, -0.254, -0.037, 0.040, 0.076, 0.103, 0.094, 0.113, 0.111, 0.044, 0.104, 0.110, 0.107, 0.095, 0.070, 0.058, -0.104, -0.105, -0.101, -0.316, -0.074, -0.072, 0.881, -0.299, -0.076, -0.091, -0.101, -0.086, -0.082, -0.408, -0.122, -0.122, -0.123, -0.173, -0.215, 0.100, 0.098, 0.110, 0.106, 0.105, 0.097, 0.098, 0.096, 0.099, 0.112, 0.096, 0.087, 0.087, 0.064, 0.094, -0.534, 0.048, -0.064, -0.025, 0.000, 0.075, -0.151, -0.576, 0.028, -0.095, -0.018, 0.127, 0.134, -0.292, -0.066, -0.018], "lumo_energy_ev": 2.42, "total_charge": -1, "mol_weight_g_mol": 737.95, "gap_ha": 0.2324}

=====

Model Q:
{"formula": "C28H32N5O4PTl", "method": "wB97M-V/def2-TZVPD", "species": ["Tl", "N", "C", "C", "N", "C", "C", "N", "H", "H", "H", "H", "H", "H", "H", "H", "H", "H", "H", "H", "H", "C", "C", "C", "C", "C", "C", "P", "C", "C", "C", "C", "C", "C", "C", "C", "C", "C", "C", "C", "H", "H", "H", "H", "H", "H", "H", "H", "H", "H", "H", "H", "H", "H", "O", "C", "O", "C", "C", "N", "N", "C", "C", "O", "O", "H", "H", "H", "C", "H", "H"], "xyz": [[-0.2303, 0.9562, 1.2910], [0.0903, 4.0856, 0.4657], [1.3904, 4.6935, 0.7150], [2.5125, 3.7062, 0.3813], [2.3810, 2.4223, 1.0520], [3.0172, 2.2616, 2.3459], [2.0228, 2.4576, 3.4903], [0.9886, 1.4208, 3.4781], [-0.6838, 4.6565, 0.7771], [-0.0507, 3.8494, -0.5113], [1.5718, 5.6096, 0.1412], [1.4369, 4.9608, 1.7726], [2.4934, 3.5265, -0.6962], [3.4707, 4.1890, 0.6146], [2.5873, 1.6551, 0.4299], [3.4232, 1.2489, 2.4220], [3.8512, 2.9646, 2.4671], [2.5684, 2.4820, 4.4392], [1.5303, 3.4225, 3.3675], [1.3222, 0.5407, 3.8516], [0.1408, 1.6967, 3.9664], [-3.6151, -2.9729, -3.0317], [-3.5517, -1.7036, -3.5914], [-2.4939, -0.8578, -3.2869], [-1.4673, -1.2499, -2.4221], [-1.5438, -2.5322, -1.8752], [-2.6048, -3.3820, -2.1729], [-0.1516, 0.0012, -1.9830], [0.9223, -0.3483, -3.6513], [0.4940, -0.9794, -4.8227], [1.1955, -0.8534, -6.0237], [2.3604, -0.1045, -6.0814], [2.8136, 0.5279, -4.9233], [2.0920, 0.4168, -3.7471], [1.0040, -0.9808, -0.8459], [1.7473, -2.0426, -1.3991], [2.6363, -2.7935, -0.6383], [2.7946, -2.5253, 0.7120], [2.0392, -1.5046, 1.2776], [1.1492, -0.7325, 0.5298], [-4.4444, -3.6308, -3.2619], [-4.3333, -1.3726, -4.2650], [-2.4614, 0.1371, -3.7192], [-0.7647, -2.8803, -1.2069], [-2.6403, -4.3718, -1.7306], [-0.3975, -1.5977, -4.8011], [0.8308, -1.3521, -6.9168], [2.9100, -0.0135, -7.0106], [3.7243, 1.1180, -4.9539], [2.4311, 0.9472, -2.8556], [1.6201, -2.3092, -2.4374], [3.1913, -3.5983, -1.1070], [3.4803, -3.1080, 1.3189], [2.1429, -1.3183, 2.3472], [-4.7524, -1.0646, 5.6104], [-4.3134, -2.0403, 4.8558], [-4.7672, -3.1666, 4.9113], [-3.1942, -1.7416, 3.9101], [-2.6346, -2.7216, 3.1266], [-1.6285, -2.1532, 2.4487], [-1.5004, -0.8548, 2.7130], [-2.4389, -0.5676, 3.6062], [-2.5762, 0.8704, 4.0713], [-3.4852, 1.1164, 4.9018], [-1.7981, 1.7023, 3.5593], [-4.2573, -0.1813, 5.4106], [-2.8980, -3.7638, 3.0312], [-1.0262, -2.5652, 1.7550], [-1.4762, 0.6623, -0.5176], [-1.8812, 1.6107, -0.8733], [-2.3154, 0.0202, -0.2048]], "lowdin_charge": [0.970, -0.005, -0.278, -0.219, -0.087, -0.217, -0.234, -0.010, 0.073, 0.070, 0.102, 0.097, 0.117, 0.108, 0.089, 0.115, 0.111, 0.111, 0.106, 0.085, 0.049, -0.112, -0.100, -0.118, -0.364, -0.086, -0.098, 0.925, -0.343, -0.117, -0.119, -0.134, -0.121, -0.152, -0.378, -0.117, -0.105, -0.123, -0.174, -0.289, 0.091, 0.094, 0.105, 0.090, 0.094, 0.084, 0.088, 0.083, 0.087, 0.081, 0.094, 0.094, 0.089, 0.073, 0.106, -0.525, 0.062, -0.051, -0.010, 0.028, 0.041, -0.120, -0.592, -0.002, -0.089, 0.076, 0.136, 0.154, -0.413, -0.051, -0.027], "lumo_energy_ev": 2.26, "total_charge": -1, "mol_weight_g_mol": 737.95, "gap_ha": 0.1928}

=====

Which of them is the most stable? Correct choice: model P.